Entry 1:
This record from OMol25 describes a structure of composition C38H51BN9O2RbSSb2 in a non-equilibrium geometry. The level of theory is ωB97M-V/def2-TZVPD.

relative energy (zero: lowest compared OMol25 entry of this formula, charge and spin) = 26.4 kcal per mole
E = -82982.8517 eV
net charge = -2

```
105
C38H51BN9O2RbSSb2 (ωB97M-V/def2-TZVPD)
Rb -0.3569 -0.4859 -0.8903
C -0.0711 3.4058 -0.7053
C -1.5365 3.1419 -0.6359
C -2.5849 3.9921 -1.0164
C -3.7323 3.2511 -0.8021
C -5.1405 3.6682 -1.0629
N -3.3556 2.0455 -0.3214
N -2.0274 1.9876 -0.2182
B -4.2773 0.8658 0.0480
N -3.8142 0.1945 1.3537
N -2.6509 -0.4503 1.4700
C -2.6635 -1.1098 2.6156
C -1.5894 -2.0646 3.0028
C -3.8682 -0.8562 3.2928
C -4.5788 -0.0278 2.4474
C -5.9455 0.5374 2.6569
N -4.2799 -0.2042 -1.0725
N -3.2215 -0.9967 -1.2453
C -3.5127 -1.8786 -2.1815
C -2.5523 -2.9272 -2.6217
C -4.8158 -1.6481 -2.6509
C -5.2740 -0.5722 -1.9155
C -6.6098 0.0874 -2.0148
H 0.1596 4.4147 -0.3637
H 0.4562 2.6779 -0.0920
H 0.2816 3.3031 -1.7326
H -2.5203 4.9986 -1.3909
H -5.1663 4.7221 -1.3356
H -5.5638 3.0867 -1.8808
H -5.7633 3.5141 -0.1840
H -5.3853 1.2796 0.1880
H -0.6510 -1.8220 2.5094
H -1.4414 -2.0716 4.0819
H -1.8621 -3.0750 2.6959
H -4.1831 -1.2266 4.2519
H -6.3003 0.2773 3.6544
H -5.9320 1.6220 2.5505
H -6.6490 0.1402 1.9233
H -1.7007 -2.9593 -1.9439
H -3.0350 -3.9045 -2.6395
H -2.1878 -2.6966 -3.6228
H -5.3421 -2.1866 -3.4188
H -7.2393 -0.4694 -2.7083
H -7.1001 0.1238 -1.0434
H -6.5141 1.1089 -2.3823
C 4.2076 -2.8223 -0.4087
Sb 2.5488 -1.6875 0.4330
C 2.9859 -2.4414 2.4297
C 3.9019 0.1083 0.6506
C 4.3975 0.2895 2.0024
C 5.5657 -0.3635 2.4064
C 6.0328 -0.3052 3.7041
C 5.3267 0.4210 4.6463
C 4.1894 1.1093 4.2580
C 3.7184 1.0845 2.9503
C 2.5741 1.9462 2.5807
Sb 0.5842 0.9708 2.3580
C -0.3679 2.8248 3.0327
C 0.6777 0.3182 4.4422
H 5.1044 -2.6680 0.1870
H 4.3755 -2.4975 -1.4322
H 3.9465 -3.8737 -0.4105
H 4.0536 -2.4617 2.6249
H 2.5858 -3.4480 2.4828
H 2.4968 -1.8215 3.1760
H 3.2797 0.9208 0.3018
H 4.6987 -0.0765 -0.0639
H 6.1126 -0.9458 1.6753
H 6.9483 -0.8165 3.9785
H 5.6730 0.4743 5.6709
H 3.6639 1.7045 4.9949
H 2.7476 2.4468 1.6284
H 2.4234 2.7092 3.3452
H 0.1246 3.2052 3.9251
H -1.4080 2.6214 3.2618
H -0.3290 3.5756 2.2519
H 1.0112 1.1330 5.0801
H 1.3562 -0.5212 4.5493
H -0.3161 0.0147 4.7507
S 1.2116 -5.0202 0.7905
C 1.2332 -4.9200 -0.8925
C 1.1011 -6.0896 -1.6830
C 1.1798 -5.9941 -3.0448
C 1.3684 -4.7398 -3.6302
C 1.4756 -3.6483 -2.7895
N 1.4134 -3.7169 -1.4730
H 0.9553 -7.0372 -1.1799
H 1.1114 -6.8813 -3.6687
H 1.4359 -4.6275 -4.7021
H 1.6337 -2.6562 -3.1950
O -0.1562 -0.3374 -3.3797
N 0.6721 0.5308 -3.7780
N 1.5841 0.9176 -2.9479
O 1.7492 0.5251 -1.7266
C 2.4795 1.8450 -3.4811
C 2.3497 2.3422 -4.7820
C 3.2902 3.2188 -5.2815
C 4.3684 3.6246 -4.5047
C 4.4804 3.1594 -3.2029
C 3.5458 2.2812 -2.6941
H 1.5173 2.0266 -5.3884
H 3.1806 3.5915 -6.2929
H 5.1119 4.2934 -4.9195
H 5.3024 3.4794 -2.5759
H 3.6154 1.8911 -1.6926
```

***

Entry 2:
This record from OMol25 describes an isolated molecule of C5H12NO in a non-equilibrium geometry. The level of theory is ωB97M-V/def2-TZVPD.

relative energy (zero: lowest compared OMol25 entry of this formula, charge and spin) = 20.6 kcal per mole
spin multiplicity = 2
E = -8914.2919 eV

```
19
C5H12NO (ωB97M-V/def2-TZVPD)
C 1.8412 0.1212 -1.9395
C 0.6460 -0.0338 -0.9945
C 1.1380 -0.2298 0.4935
C 0.0442 -0.5805 1.5209
C -1.4606 -0.7230 1.0544
O -2.1031 0.4383 1.1523
N -0.2903 1.0603 -1.1896
H 2.0556 -0.8949 -2.2712
H 1.4973 0.7086 -2.7876
H 2.7183 0.6368 -1.5589
H 0.1456 -0.9918 -1.2391
H 2.0812 -0.7773 0.5640
H 1.5649 0.7492 0.7871
H 0.0547 0.2890 2.1771
H 0.2779 -1.4456 2.1299
H -1.4578 -1.2445 0.0946
H -1.9154 -1.4646 1.7508
H -1.2516 0.7762 -1.0072
H -0.2178 1.7884 -0.4778
```

***

Entry 3:
This record from OMol25 describes a cluster of 2 separate species, C3H10NSe in total in a non-equilibrium geometry. The level of theory is ωB97M-V/def2-TZVPD.

relative energy (zero: lowest compared OMol25 entry of this formula, charge and spin) = 46.8 kcal per mole
spin multiplicity = 3
E = -70095.2346 eV
net charge = +1

```
15
C3H10NSe (ωB97M-V/def2-TZVPD)
C 0.8404 1.7253 -1.1134
C -0.9645 -1.2536 0.2045
C -0.7310 0.5840 1.1624
N 0.2245 -1.9106 -0.0213
Se 1.0736 1.0856 0.7359
H 0.2060 1.0853 -1.8142
H 0.4818 2.6882 -0.9097
H 1.8356 1.9719 -1.5101
H -1.3230 -0.9618 -0.7799
H -1.5564 -1.6671 1.0417
H -0.8548 0.4691 2.1594
H -1.5871 1.1433 0.8538
H 0.5924 -2.6020 0.6478
H 1.3751 -0.3983 0.3848
H 0.3874 -1.9592 -1.0416
```

***

Entry 4:
This record from OMol25 describes an isolated molecule of C6H14NOPS2 in a non-equilibrium geometry. The level of theory is ωB97M-V/def2-TZVPD.

relative energy (zero: lowest compared OMol25 entry of this formula, charge and spin) = 95.8 kcal per mole
E = -40944.0983 eV

```
25
C6H14NOPS2 (ωB97M-V/def2-TZVPD)
C -0.4450 -1.7101 1.1930
C -1.1053 -1.7169 -0.0750
C -2.3727 -0.9354 -0.3390
C -0.7571 -2.7524 -1.0529
C 0.9525 3.4616 0.0285
C 1.2488 2.4655 1.1649
N 0.4508 -0.0061 -1.2876
O 0.7279 1.2438 0.8759
P 1.4620 0.1538 -0.1025
S 3.4032 0.6508 -0.4039
S 1.4759 -1.6475 0.9897
H -0.8033 -1.0625 1.9469
H -0.5412 -2.6549 1.7062
H -3.0626 -1.5520 -0.8809
H -2.2307 -0.0960 -1.0090
H -2.9739 -0.5959 0.4622
H -0.2982 -3.6716 -0.5747
H -0.1281 -2.2828 -1.7948
H -1.6968 -3.1262 -1.6228
H -0.1194 3.2259 -0.2315
H 1.1506 4.4649 0.5807
H 1.7198 3.1974 -0.7493
H 0.8770 2.8643 2.0876
H 2.3232 2.5252 1.2277
H 0.7425 -0.4430 -2.1394
```

***

- Among the records above, which one has the highest relative energy (zero: lowest compared OMol25 entry of this formula, charge and spin)?
  C6H14NOPS2